Record 1
Formula: C28H78N6O8
Source: the Open Molecules 2025 dataset
Level of theory: ωB97M-V with the def2-TZVPD basis set

Output
- Total charge: 0
- Multiplicity: 1
- SMILES string: COC[C@H](C)N.COC[C@H](C)N.COC[C@H](C)N.COC[C@H](C)N.COC[C@H](C)N.COC[C@H](C)N.CCO.CCO

The geometry in XYZ format:
```
120
Properties=species:S:1:pos:R:3:forces:R:3:mulliken_charge:R:1
H 1.2103 2.0837 -8.0128 0.2 -0.3 0.3 0.226
H -1.4365 -0.4377 -4.8252 0.0 0.4 0.6 0.290
C -0.9918 0.5848 -7.2549 -0.8 0.1 0.6 -0.571
O -2.2346 0.5687 -6.4329 1.2 1.9 -1.8 -0.317
H -1.4878 -2.4316 0.0325 -0.6 0.2 0.2 0.359
H 0.7310 5.9465 1.3690 0.4 -0.4 0.1 0.254
H -7.0069 7.8893 2.5934 0.3 0.0 -0.4 0.315
H 1.6416 -3.7505 -5.8852 0.4 0.4 -0.5 0.222
H -7.4491 5.8086 6.4583 -0.6 0.3 -0.7 0.238
H 0.0061 -1.9308 -0.5001 0.6 0.1 0.4 0.305
H 1.9933 4.5178 0.3089 1.0 -0.9 -0.4 0.171
H 5.6218 -1.0084 -2.6806 0.3 0.1 0.4 0.244
C 7.3975 -9.4115 0.4194 0.3 -0.9 -0.1 -0.748
N 1.3873 6.3177 0.6970 -0.9 2.2 -0.4 -0.741
C 4.8750 -7.3879 0.2472 -0.3 -1.6 -1.1 0.554
O 3.1547 -2.3932 -5.3377 -0.5 1.0 0.0 -0.237
C -0.8596 1.9103 -8.0857 0.2 -0.7 -0.7 0.528
C 0.1577 -1.2120 8.4677 -0.5 -1.0 1.4 -0.159
H -6.9168 -4.3996 0.5406 -0.2 0.5 1.2 0.287
C -5.2414 -5.0647 1.8903 0.4 0.8 -0.7 -0.971
H -3.3103 2.4981 2.9824 1.1 0.2 -0.3 0.271
C 4.2332 -2.1410 -4.4434 -0.8 0.1 0.6 -0.628
H 1.7374 6.1143 -1.7603 -0.2 -0.3 0.1 0.483
H 7.6879 -8.6109 1.0997 -0.8 0.7 -0.1 0.283
H 8.3449 -9.6295 -0.0737 -0.3 -0.2 -0.5 0.293
H -2.1560 -1.2246 2.4840 -0.6 0.1 0.3 0.336
H 5.0494 -9.4350 1.1219 0.1 0.1 0.2 0.437
H -5.8233 5.5924 7.7794 -0.1 -0.5 0.1 0.272
C -0.5821 -1.9626 0.4170 -0.8 -0.9 -0.8 -1.413
N 4.9714 -6.8679 -1.1427 0.7 -0.2 1.4 -0.698
H -5.8130 -5.5706 2.6684 0.1 -0.2 -0.3 0.294
H 4.0122 3.1302 0.6072 -0.4 -1.0 0.9 0.263
H 5.0776 -2.7913 -4.6722 0.5 0.3 -0.4 0.331
O -6.2132 -6.1184 -0.0200 0.0 -2.4 -1.0 -0.515
H -5.8101 7.8185 4.7727 0.2 0.2 0.2 0.279
C 4.8408 -0.0879 -5.7327 1.5 -1.3 -0.3 -1.404
H -7.9237 6.3707 2.6247 0.3 -0.5 0.0 0.292
H 5.1399 0.9563 -5.8227 -0.7 0.1 0.2 0.347
H 6.6319 -0.5163 -3.8483 -0.1 -0.2 -0.5 0.259
H 4.1026 6.4938 1.4661 -0.9 0.5 -0.3 0.325
C -5.9536 -4.9097 0.5520 -0.5 2.0 0.5 -0.232
H -0.1779 -2.6927 1.1182 0.3 0.2 0.1 0.326
H 5.6819 2.9563 0.4643 0.5 0.9 -0.5 0.276
H -1.8710 -1.1412 8.7095 0.4 0.4 -0.3 0.303
N 5.7165 -0.3618 -3.4507 -1.5 -0.3 0.1 -0.648
H 2.7542 -7.1100 -0.0107 0.2 -0.2 -0.2 0.376
H -1.7875 1.0280 -9.9282 0.3 -0.3 0.4 0.323
H 0.8961 -2.0024 8.6021 -0.5 -0.5 0.3 0.257
C 2.6143 -3.7048 -5.3955 1.0 0.2 1.1 -0.763
H -0.3184 -1.7624 6.4171 0.0 -0.4 0.4 0.295
H 5.6946 -7.1404 0.9218 0.1 0.9 0.0 0.164
H 5.1188 -5.8827 -0.9765 0.0 0.5 -0.6 0.257
H 3.9973 -2.3760 -3.4056 -0.6 -0.6 0.3 0.306
C -0.7695 -0.5792 1.0149 -1.5 -2.1 -0.8 0.444
H -1.6216 2.7410 -9.8608 -0.4 0.2 -0.1 0.357
H -2.8657 1.9397 -8.8387 -0.1 0.1 -0.2 0.335
C -1.8560 1.8736 -9.2438 -0.1 0.7 0.2 -1.351
C 3.6584 5.5392 1.1842 1.3 -0.8 0.2 -0.799
N 0.2990 -0.3887 1.9187 1.2 1.9 0.5 -0.778
O -1.1155 -1.6265 9.0491 1.5 -0.2 0.5 -0.518
N -5.5403 5.9627 6.8833 1.2 -0.3 0.1 -0.763
H 3.3891 -4.3263 -5.8445 -0.4 -0.5 -0.3 0.307
H -2.2370 -1.4107 -5.9457 0.0 -0.4 -0.5 0.311
H 3.3586 5.0296 2.0998 -0.3 0.2 0.4 0.367
H 0.1278 0.5742 2.1709 0.9 0.7 0.3 0.409
H -4.9171 -4.0939 2.2650 -0.5 0.3 0.1 0.305
H 3.4637 -5.8702 0.9483 0.2 -0.1 0.5 0.369
H 3.2733 6.7625 -1.3191 0.2 0.0 -0.1 0.335
C 0.0024 -0.9437 7.0612 -0.2 1.0 -2.8 -1.078
H -7.0619 7.4596 8.2782 -0.2 -0.4 0.1 0.435
H -2.8448 -0.3732 0.9830 -0.7 -0.5 0.4 0.421
H -3.9395 1.3362 1.8906 -0.3 -0.3 0.1 0.304
H -6.6380 -5.9212 -0.8580 -0.1 -0.4 -0.1 0.309
C -6.7112 6.5993 6.3231 -0.2 0.3 1.7 0.588
H 0.5367 3.0705 -9.0283 -0.2 0.1 -0.3 0.271
H 4.3315 -9.3968 -0.4873 -0.2 0.1 0.0 0.347
H 0.9333 -0.5671 6.6371 0.1 0.0 -0.1 0.332
H -0.1224 0.3541 -6.6393 0.1 0.5 0.5 0.287
C 4.5545 -0.6351 -4.3463 0.8 0.9 -1.3 0.428
H -5.4114 -4.2765 -0.1503 0.9 0.1 0.1 0.251
H -6.3818 8.5888 7.2241 0.0 0.2 -0.6 0.356
H 7.1513 -10.2692 1.0454 0.1 -0.2 0.2 0.316
H -4.8984 6.6775 7.1948 0.5 0.3 -0.3 0.275
H -8.7438 7.8715 2.6346 -0.2 0.3 0.4 0.259
O -7.7917 7.4271 4.3687 0.4 -0.3 3.2 -0.301
H -6.1121 6.1673 4.3247 -0.2 -0.3 -0.1 0.356
H 2.4197 -4.0637 -4.3849 0.1 -0.2 0.3 0.301
H -4.2690 -5.5088 1.6774 -0.2 -0.7 0.2 0.273
H 0.0293 -0.8128 2.7947 0.1 -0.7 0.2 0.274
C 2.4613 5.4997 0.2385 0.1 -1.4 -0.5 0.780
H -3.2559 -0.4719 -4.9669 0.1 0.8 0.1 0.268
H -1.0361 2.8196 -7.5110 -0.6 -0.4 0.6 0.243
C -3.2653 1.4361 2.7412 0.2 -0.1 -0.5 -0.784
H 0.9219 6.3672 -0.1980 -1.2 0.8 0.6 0.214
O -1.9755 0.9074 2.3289 -1.5 0.3 1.0 -0.289
C -2.0872 -0.4075 1.7659 0.8 1.0 -1.2 -0.776
H 5.1989 3.3779 2.0451 -0.7 -0.3 0.4 0.265
H 4.1351 -0.4765 -6.4670 -0.3 0.6 0.1 0.343
H -0.7353 -0.1599 6.8890 -0.1 0.3 0.0 0.336
H -1.0266 -0.2803 -7.9171 -0.2 0.1 -0.4 0.329
O 6.3382 -9.2495 -0.5253 0.0 0.9 1.4 -0.359
C 5.0844 -8.9370 0.1529 -0.1 0.3 -1.1 -0.827
H 5.8580 -7.2363 -1.4563 0.3 0.1 -0.6 0.280
H 0.6707 -0.3729 8.9377 -0.7 0.4 0.5 0.232
C -2.3006 -0.4228 -5.4895 0.6 -1.9 0.0 -0.745
C 3.5191 -6.9400 0.7469 -0.2 -0.9 0.2 -1.384
C -7.0955 7.7650 7.2324 -0.6 0.1 0.3 -1.489
H -3.6719 0.9981 3.6528 0.1 -0.7 -0.2 0.289
C 4.9393 3.5475 1.0002 -0.8 -2.0 -0.1 -0.641
O 4.8396 4.8677 0.7306 0.8 2.4 -1.3 -0.379
H 3.6996 -0.0295 -4.0455 -0.2 -0.6 0.9 0.253
H -8.1111 8.1102 7.0389 0.1 0.3 -0.1 0.325
H 3.1692 5.0639 -1.8199 0.0 0.1 0.1 0.279
H -0.8528 0.0849 0.1546 0.8 0.6 0.3 0.301
C 2.6711 5.8559 -1.2607 1.0 0.1 0.8 -1.450
C -7.8601 7.3772 3.0382 0.0 0.2 -3.0 -0.766
H 3.2465 -7.5906 1.5778 -0.2 0.6 0.5 0.341
C -6.5175 6.9991 4.9008 -0.9 0.1 -1.0 -0.669
N 0.4900 2.1097 -8.7204 -0.3 -0.8 0.7 -0.784
H 5.7537 -0.6407 -5.9543 0.4 0.0 -0.7 0.338
```
Positions in Å, forces in eV/Å.

Record 2
Formula: C28H80FeN4O14P
Source: the Open Molecules 2025 dataset
Level of theory: ωB97M-V with the def2-TZVPD basis set

Output
- Total charge: 0
- Multiplicity: 6

The geometry in XYZ format:
```
128
Properties=species:S:1:pos:R:3:forces:R:3:mulliken_charge:R:1
H 5.7106 -0.6998 -3.0359 0.0 0.1 0.1 0.286
H -5.4542 2.3901 -2.4068 0.0 -0.1 0.3 0.272
H -2.2619 0.9153 -1.3247 -0.4 0.2 0.4 -0.063
H 3.0676 6.7535 0.5251 0.0 0.0 0.1 0.327
H 3.6079 1.4635 -3.4070 0.2 0.0 0.5 0.149
H 4.2871 3.4431 3.3966 -0.1 0.0 -0.1 0.273
C 0.5212 3.4384 -1.2064 0.2 -0.1 0.3 -1.404
H 3.0346 -2.4920 -1.0598 0.0 -0.3 0.2 -0.116
O 3.8347 0.5046 -1.5516 -0.2 0.2 0.1 -0.538
O -0.1807 -1.5970 -2.0707 0.7 -0.3 -0.4 -0.597
H -2.2144 1.7171 1.9399 0.5 -0.1 -0.7 -0.132
H -3.5229 -1.5511 2.2632 0.3 -0.1 0.0 0.628
H -0.2438 1.0886 -4.9931 0.0 -0.1 0.1 0.256
H -1.7590 0.6048 4.8522 0.2 -0.2 -0.2 0.393
H 3.6381 -2.3131 -3.4364 -0.1 0.0 0.0 0.130
C 2.9821 -3.4147 -1.6597 -0.1 0.6 -0.4 0.518
H -4.7580 -4.2476 -0.6431 0.3 -0.1 -0.1 0.387
H 2.4452 1.3769 5.4817 -0.1 0.2 -0.1 0.519
H 0.9297 -5.4350 1.5728 0.2 0.2 0.1 0.605
H 4.9174 -3.1819 -2.5410 -0.1 0.2 0.0 0.359
H 2.9184 -3.1418 1.3617 0.1 -0.1 -0.8 0.169
O -0.0998 -1.3138 0.6153 0.1 -1.4 -1.1 0.729
O 1.6300 -3.6801 -2.0207 0.3 0.2 0.3 -0.516
H 1.6423 7.1819 1.5088 0.0 0.0 0.0 0.240
H 1.1941 0.7074 -6.8265 -0.1 0.2 0.1 0.363
H -2.9826 -5.1649 -2.0494 0.1 -0.1 0.1 0.444
H 2.5537 0.1887 2.1207 -0.3 0.5 0.2 0.319
H 0.9807 -1.9486 4.4729 -0.1 0.1 0.1 0.392
H 2.3254 1.5087 -5.7137 -0.2 0.1 0.1 0.340
O -2.6969 3.0978 0.5209 0.2 0.1 -0.1 -0.066
H 1.7076 -1.0726 2.3558 -0.8 0.1 -0.4 -0.339
C 5.3509 0.2722 -3.3935 -0.1 -1.2 -0.1 -1.549
H -1.3025 -4.8174 -1.9165 0.4 0.2 0.5 0.348
H 0.3408 3.3977 1.2881 -0.4 -0.7 0.4 0.437
H 0.0981 -2.8022 1.3760 0.4 -0.4 0.5 -0.078
H -2.8317 5.6160 -0.5197 -0.3 0.2 0.0 0.281
H 2.9773 -4.3679 2.4939 -0.2 -0.5 -0.1 0.353
H -4.0785 -4.9515 0.7800 0.6 0.0 0.0 0.324
C 1.1959 -4.4210 1.2525 0.4 -0.6 -0.4 0.499
H 2.8988 6.1314 2.1973 0.1 0.0 -0.1 0.225
H 3.3303 -4.8414 0.8289 -0.1 0.1 -0.1 0.429
H 6.0167 1.0363 -3.0015 -0.1 0.2 -0.1 0.401
C 1.5932 0.0924 3.9996 -0.8 0.3 -1.3 1.242
N -1.3971 1.1522 2.2349 -1.1 -0.9 1.8 0.198
H -2.6265 -0.9030 4.7443 0.0 -0.1 -0.2 0.415
C 0.6363 0.4723 -4.7472 -0.6 -0.1 -0.1 0.870
H -3.5181 4.6526 1.5548 -0.1 0.0 0.1 0.360
H -2.9411 2.5057 -0.2460 0.2 0.2 0.5 -0.068
O 0.4219 -3.5102 1.9904 -0.3 0.7 0.2 -0.617
C 2.6129 1.1169 4.4311 0.7 -1.0 0.1 -1.023
C 3.8722 -3.2118 -2.8707 0.4 -0.7 0.0 -1.332
N -2.8011 -2.6665 -1.4392 0.2 0.2 -0.6 -0.556
C -3.7114 4.0857 0.6468 -0.4 -0.9 -0.7 -0.248
C -2.1923 -4.9991 -1.3010 -1.3 0.1 -1.4 -1.002
C 2.4398 4.3347 0.1420 0.1 -0.2 0.8 -1.069
H -0.0935 -5.9557 -0.0750 -0.5 -0.4 -0.3 0.292
H -5.4549 0.5982 -2.7342 0.0 0.1 0.5 0.317
H -3.0835 0.6550 -3.3446 0.0 0.1 -0.1 0.279
H 2.2738 2.4127 -0.6339 -0.1 -0.4 0.5 -0.337
H 1.1684 -2.8227 -2.0588 -0.1 -0.6 -0.3 0.248
H 3.8032 -4.0782 -3.5339 -0.2 0.1 -0.1 0.375
C 3.9268 0.4920 -2.9593 -0.8 1.3 -0.5 0.947
H 3.1471 -0.1533 -3.3876 0.6 -0.6 0.0 -0.370
H -5.1833 1.7086 -4.0111 0.0 0.2 0.2 0.444
H 2.8820 0.4517 -1.3146 0.5 -0.3 0.1 0.173
H 0.5844 0.4506 4.2341 0.1 0.1 0.0 -0.301
O 2.6239 2.2295 3.5746 -0.4 0.0 0.2 -0.455
O -0.8758 0.4856 -0.6257 -0.8 -0.3 -1.2 -0.353
C 3.4225 3.2915 4.0469 0.5 0.4 0.3 -0.946
H -0.0148 2.5299 -1.4729 -0.2 0.1 0.1 -0.060
O -2.1152 -6.1930 -0.5775 0.4 -0.1 0.7 -0.419
H -5.7917 -0.6698 1.3141 0.1 0.0 0.1 0.328
H 1.8914 -1.0729 5.7613 -0.3 -0.2 0.0 0.479
Fe 0.2657 0.6208 0.9827 -0.9 1.1 0.6 0.233
O -4.0667 0.3777 1.8403 0.2 0.1 -0.1 -0.443
N 1.6124 -0.0530 2.4657 1.6 -1.3 1.3 0.265
H -4.6162 5.6255 -0.6508 0.0 0.0 0.0 0.370
C -4.0037 -4.0699 0.1421 -1.6 -0.1 -0.4 -1.655
H 1.0106 3.8211 -2.1030 0.0 0.0 0.0 0.486
H 2.8858 4.7747 -0.7536 0.1 -0.2 -0.1 0.629
H -1.8997 -2.4178 -1.8422 -0.2 -0.4 0.0 0.170
C -5.1085 0.1012 0.9298 0.0 -0.3 -0.1 -0.523
H 2.2934 -0.2397 -5.9156 0.0 0.0 0.3 0.325
C 1.6619 0.6508 -5.8412 0.5 -0.4 -0.5 -1.485
H -1.1325 1.6180 3.1079 0.5 0.3 -0.5 0.514
H 2.8243 4.2011 4.1058 0.0 0.0 -0.1 0.200
H -0.1567 4.2106 -0.8387 -0.2 -0.1 0.0 0.400
C -3.4852 1.4915 -2.7672 -0.4 0.0 0.6 -0.207
H -1.0372 -7.1552 0.8571 0.0 0.0 -0.1 0.346
H 5.4083 0.2145 -4.4823 0.1 0.3 0.0 0.370
P 0.0753 -0.7804 -0.8843 -0.6 2.8 3.0 0.103
H 2.7070 -1.7530 4.3817 0.1 0.2 -0.2 0.410
H -5.6733 1.0186 0.7827 0.0 0.0 -0.1 0.264
H 3.5900 0.5992 4.3997 0.0 0.3 0.0 0.352
H -4.6610 3.5383 0.7356 -0.1 0.4 0.2 0.179
H 3.8285 3.1051 5.0443 -0.2 -0.1 0.0 0.530
O 0.2621 -0.9059 -4.6807 0.1 0.7 0.4 -0.624
C -3.7345 4.9932 -0.5751 1.1 0.3 0.1 -1.094
C 2.3593 6.3977 1.2797 -0.2 -0.3 -0.1 -0.793
H -3.5783 4.4342 -1.5005 -0.4 -0.2 0.1 0.209
N 0.9705 2.6001 1.1211 0.9 1.8 -1.1 0.363
H -2.6735 -0.8404 0.8741 0.2 0.1 0.0 -0.594
C -1.0720 -6.1756 0.3806 0.2 0.0 -0.1 -0.614
H 0.0761 -1.0679 -3.7359 -0.1 -0.4 -0.5 0.231
H -4.7026 -0.2413 -0.0270 -0.1 0.2 0.0 0.026
H -3.0233 2.4219 -3.1194 0.1 0.0 0.0 0.288
C -2.6757 -3.7845 -0.5163 0.8 0.3 1.0 2.724
C -3.0620 -0.6299 1.8738 -1.3 0.0 0.1 -0.079
O 1.6273 5.2801 0.7909 0.0 0.6 0.2 -0.234
C -4.9907 1.5629 -2.9374 0.2 -0.3 -1.3 -1.416
H -1.1878 -5.4170 1.1690 -0.3 -0.1 -0.2 0.220
H -4.4670 -3.2362 0.6854 0.6 0.1 0.1 0.275
H 0.9281 -4.3653 0.1918 0.3 0.2 0.1 -0.124
H -3.4037 0.6199 4.3463 0.0 -0.1 -0.4 0.356
H 0.9645 0.8185 -3.7579 0.3 0.0 -0.1 -0.464
H 3.3581 -4.2446 -1.0585 -0.1 0.1 -0.2 0.187
C 1.7863 -1.2470 4.6852 0.5 0.0 0.2 -1.863
O -3.1881 1.2767 -1.3808 0.3 -0.1 -0.7 0.310
H 3.2404 3.9950 0.8255 0.1 0.3 -0.1 0.409
H -3.1295 -1.7935 -1.0408 -0.2 -0.3 0.4 -0.263
C -2.4784 0.0497 4.2316 -0.2 0.4 1.1 -1.551
H -1.2121 -0.8918 2.7956 0.0 0.1 0.1 -0.615
H -1.9156 -3.5949 0.2691 -0.2 0.2 -0.1 -0.971
C -2.0065 -0.1363 2.8161 1.0 0.0 -0.7 1.044
C 2.6914 -4.2126 1.4427 0.0 0.8 1.4 -1.518
H 1.6958 2.7526 1.8311 -0.3 -0.6 0.1 0.035
O 1.3779 0.1002 -0.5831 0.8 -1.2 -1.1 -0.426
C 1.5916 3.1213 -0.1608 0.1 0.1 -1.2 0.931
```
Positions in Å, forces in eV/Å.

Listing DFT total energy for the structures above in their given order: -2043.7446; -3992.3239 a.u..